No. 1
Below is a structure of composition C21H35AlFN5OS2, with properties calculated with the ωB97M-V functional and the def2-TZVPD basis.

Last column: natural (NBO) charge in e.
Geometry (Å):
S  0.63  2.52  -0.82  -0.1576
S  -1.10  -1.58  -2.66  1.2840
Al  -0.26  0.40  -0.27  1.7243
F  -3.74  4.24  4.07  -0.3115
O  -0.31  -0.81  -1.58  -1.0896
N  0.52  4.40  1.14  -0.3423
N  -0.08  1.10  1.94  -0.6655
N  0.18  2.48  1.90  -0.2374
N  0.31  4.58  2.49  -0.2019
N  1.58  -0.28  0.19  -0.5821
C  -2.69  1.72  0.98  -0.0408
C  0.43  3.14  0.75  0.2809
C  -3.47  2.05  3.26  -0.2982
C  0.97  -3.46  -2.31  -0.4143
C  4.82  0.76  0.04  -0.5909
C  -0.23  3.04  4.35  -0.6835
C  0.14  -2.69  -3.33  -0.5815
C  -3.03  3.96  1.86  -0.2869
C  -4.40  -1.76  -2.66  -0.6169
C  -2.67  3.10  0.82  -0.2212
C  2.71  -0.44  0.10  0.6115
C  4.61  -1.49  1.21  -0.5894
C  -3.45  -2.96  -2.64  -0.4174
C  4.16  -0.63  0.01  -0.1738
C  -2.20  -2.71  -1.79  -0.5774
C  0.09  3.40  2.95  0.3901
C  4.46  -1.35  -1.32  -0.5914
C  -2.21  0.80  -0.10  -1.0401
C  -3.11  1.21  2.22  -0.2711
C  -3.41  3.42  3.07  0.4519
C  2.11  -4.18  -3.02  -0.6071
H  4.10  -2.45  1.23  0.2270
H  -5.27  -1.97  -3.29  0.2475
H  -3.16  -3.23  -3.66  0.2161
H  -3.95  -3.84  -2.23  0.2456
H  -2.38  3.52  -0.14  0.2267
H  -3.92  -0.86  -3.05  0.2055
H  4.44  -0.97  2.15  0.2249
H  2.79  -3.48  -3.51  0.2113
H  -0.44  -3.35  -3.99  0.2594
H  -2.44  -2.20  -0.86  0.2459
H  -1.65  -3.62  -1.56  0.2484
H  -3.82  1.66  4.21  0.2525
H  -2.79  -0.13  -0.07  0.2331
H  0.36  -4.18  -1.78  0.2157
H  5.54  -1.51  -1.38  0.2484
H  1.73  -4.87  -3.77  0.2274
H  -1.04  0.99  2.30  0.4372
H  5.68  -1.67  1.11  0.2473
H  4.60  1.28  0.97  0.2224
H  -3.03  5.03  1.73  0.2515
H  -2.43  1.23  -1.09  0.2549
H  0.49  2.31  4.74  0.2427
H  5.90  0.62  -0.02  0.2477
H  -4.77  -1.55  -1.65  0.2131
H  0.76  -2.05  -3.95  0.2553
H  -1.23  2.61  4.42  0.2570
H  -0.19  3.93  4.96  0.2858
H  0.58  0.66  2.58  0.4048
H  4.51  1.37  -0.80  0.2290
H  4.15  -0.75  -2.17  0.2255
H  2.69  -4.77  -2.30  0.2326
H  1.36  -2.76  -1.57  0.2062
H  -3.19  0.13  2.36  0.2250
H  0.69  5.20  0.55  0.4522
H  3.97  -2.32  -1.36  0.2213

Orbital gap ... 8.6 eV
Highest occupied orbital energy ... -13.7 eV
Energy ... -62816.8953 eV
Total charge ... +2

No. 2
Below is a structure of composition C21H35BO2P2W, with properties calculated with the ωB97M-V functional and the def2-TZVPD basis.

Last column: Löwdin spin population.
Geometry (Å):
W  -1.41  -0.64  -3.18  0.7719
P  -0.78  0.82  -4.89  0.0308
P  -0.76  -2.10  -4.77  0.0280
O  -2.41  -0.43  0.62  0.0044
O  -0.11  0.00  0.41  0.0036
C  -1.65  -3.63  -4.62  -0.0051
C  -1.50  -1.32  -6.31  0.0164
C  1.48  0.12  -2.42  0.0427
C  2.81  0.29  -2.82  0.3280
C  -2.54  0.14  3.04  0.0001
C  0.29  2.22  -5.50  0.0086
C  -1.89  -0.03  1.83  0.0007
C  -0.41  0.86  4.00  -0.0001
C  -0.77  -2.19  -1.64  -0.0093
C  3.30  1.63  -3.17  0.0401
C  1.16  3.02  -0.95  0.0088
C  -2.37  1.61  -5.29  0.0115
C  0.27  2.47  -1.98  0.0681
C  0.38  1.04  -2.42  0.4879
C  -1.78  0.60  4.13  0.0001
C  0.24  0.67  2.76  0.0002
C  2.57  3.10  -1.00  -0.0021
C  0.88  -2.54  -5.53  0.0115
C  -0.65  -0.09  -6.55  0.0042
C  3.60  2.29  -1.80  0.0303
C  -0.51  0.22  1.71  0.0001
B  -1.34  -0.29  -0.28  0.0180
H  -1.45  -2.07  -7.12  0.0020
H  -0.13  2.51  -6.49  0.0001
H  4.23  1.53  -3.74  0.0003
H  2.58  2.20  -3.79  0.0070
H  -2.27  0.74  5.09  0.0000
H  1.05  -0.89  -2.36  0.0077
H  -1.03  0.58  -7.32  0.0002
H  -3.61  -0.08  3.14  0.0000
H  -0.22  -3.03  -2.14  0.0013
H  0.71  3.45  -0.04  0.0010
H  -2.57  2.40  -4.54  0.0010
H  3.41  -0.61  -3.04  0.0143
H  1.35  1.94  -5.65  0.0006
H  -2.57  -1.11  -6.11  -0.0010
H  -1.14  0.96  -2.83  0.0023
H  -1.79  -2.56  -1.39  0.0002
H  -1.37  -4.27  -5.48  -0.0008
H  3.06  3.82  -0.33  0.0003
H  -2.74  -3.42  -4.65  -0.0011
H  1.31  0.87  2.62  0.0000
H  -1.50  0.10  -1.46  0.0165
H  -3.20  0.88  -5.32  0.0007
H  4.40  3.03  -1.97  0.0043
H  1.22  -3.48  -5.10  0.0004
H  0.29  3.20  -2.86  0.0271
H  0.74  -2.70  -6.61  0.0001
H  0.22  3.11  -4.85  0.0012
H  -1.40  -4.13  -3.67  -0.0001
H  0.17  1.23  4.85  0.0000
H  1.64  -1.76  -5.41  0.0005
H  -0.76  2.62  -1.58  0.0099
H  -2.25  2.08  -6.30  0.0008
H  4.01  1.51  -1.14  0.0030
H  -0.25  -2.06  -0.62  0.0006
H  0.41  -0.30  -6.74  0.0001

Orbital gap (spin up / spin down) ... 5.4 / 5.2 eV
Highest occupied orbital energy (spin up / spin down) ... -13.4 / -13.4 eV
⟨S²⟩ ... 2.07
Energy ... -47495.7041 eV
Energy relative to the best compared isomer or geometry (same formula, charge and spin) ... 50.6 kcal per mole
Total charge ... +2
Multiplicity ... 3